# C4H6N2OS

One molecule with the formula C4H6N2OS at a distorted geometry (ωB97M-V with the def2-TZVPD basis set, the OMol25 dataset).

Each atom is followed by the atoms it is bonded to, with distances in Å.
Element x y z (Å)
1 C -1.2069 0.7071 -0.0122  C2 1.530, H6 1.100, H7 1.088, S14 1.803
2 C 0.2890 0.3922 -0.0809  C1 1.530, C3 1.507, C4 1.517, O13 1.415
3 C 0.7692 -0.5021 1.0323  C2 1.507, H9 1.101, N11 1.271
4 C 0.6756 -0.5370 -1.2161  C2 1.517, H10 1.091, N12 1.277
5 H -1.8952 -1.3615 0.9519  S14 1.347
6 H -1.3902 1.3000 0.8954  C1 1.100
7 H -1.4404 1.3678 -0.8443  C1 1.088
8 H 1.9202 1.5059 -0.1235  O13 0.987
9 H 0.6808 -0.2682 2.1051  C3 1.101
10 H 0.5135 -0.3218 -2.2728  C4 1.091
11 N 1.2609 -1.6054 0.6371  C3 1.271, N12 1.458
12 N 1.2104 -1.6267 -0.8194  C4 1.277, N11 1.458
13 O 0.9434 1.6469 -0.1164  C2 1.415, H8 0.987
14 S -2.3303 -0.6973 -0.1361  C1 1.803, H5 1.347

Results
* SMILES: OC1(CS)C=NN=C1
* energy above the lowest of the compared OMol25 structures with the same formula, charge and spin: 72.6 kcal/mol
* lowest unoccupied orbital energy: -0.12 eV
* energy: -738.88891 Ha
* strongest force on any atom: 1.1 eV/Å
* net charge: 0